Record 1
Density functional theory data (ωB97M-V with the def2-TZVPD basis set) for a structure of composition C30H29F3N7O2OsS3.

The geometry in XYZ format:
```
75
C30H29F3N7O2OsS3 (ωB97M-V with the def2-TZVPD basis set)
Os 0.350 -0.574 0.758
N -0.365 -2.535 3.351
C -0.214 -1.272 3.688
N -0.361 -0.931 4.953
C -0.228 0.350 5.278
N -0.366 0.714 6.532
N 0.047 1.354 4.372
C 0.176 0.977 3.155
N 0.096 -0.333 2.699
C 0.413 1.982 2.103
C 0.512 3.334 2.350
C 0.648 4.194 1.267
C 0.674 3.667 -0.015
C 0.583 2.295 -0.184
N 0.463 1.472 0.862
H -0.598 -3.181 4.090
H -0.203 -2.864 2.405
H -0.584 0.025 7.236
H -0.286 1.685 6.792
H 0.464 3.690 3.370
H 0.719 5.262 1.423
H 0.762 4.304 -0.884
H 0.589 1.838 -1.166
O 2.005 -0.751 -0.256
S 3.321 0.117 -0.475
C 4.532 -1.262 -0.574
C 3.952 -2.610 -0.149
C 3.138 -3.291 -1.261
C 2.132 -4.319 -0.750
S 0.445 -3.878 -0.265
O 0.503 -2.689 0.751
C -0.342 -3.367 -1.753
C 0.060 -2.307 -2.569
C -0.638 -2.060 -3.735
C -1.723 -2.860 -4.089
C -2.126 -3.902 -3.269
C -1.437 -4.160 -2.092
C 3.642 0.842 1.095
C 3.953 2.196 1.092
C 4.237 2.817 2.302
C 4.191 2.089 3.481
C 3.867 0.732 3.469
C 3.597 0.094 2.272
H 5.364 -0.935 0.050
H 4.863 -1.271 -1.613
H 3.357 -2.508 0.757
H 4.804 -3.240 0.116
H 3.827 -3.831 -1.914
H 2.646 -2.561 -1.899
H 2.517 -4.861 0.118
H 1.913 -5.074 -1.512
H 0.892 -1.674 -2.298
H -0.337 -1.245 -4.380
H -2.254 -2.664 -5.011
H -2.971 -4.519 -3.544
H -1.742 -4.976 -1.448
H 3.991 2.753 0.163
H 4.506 3.865 2.319
H 4.424 2.573 4.420
H 3.858 0.170 4.394
H 3.379 -0.967 2.257
F -3.180 1.831 -3.485
C -2.652 1.089 -2.528
F -1.310 1.018 -2.749
F -3.125 -0.161 -2.641
C -2.911 1.656 -1.153
C -3.650 2.818 -0.985
C -3.828 3.315 0.295
C -3.241 2.647 1.362
N -2.527 1.531 1.214
C -2.390 1.052 -0.013
S -1.598 -0.558 -0.092
H -4.079 3.318 -1.843
H -4.413 4.208 0.467
H -3.354 3.012 2.375
```

Computed properties:
* max |F|: 0.001 Eh/bohr
* HOMO energy (alpha / beta): -16.994 / -16.994 eV
* energy above the lowest of the compared OMol25 structures with the same formula, charge and spin: 72.0 kJ/mol
* Kohn-Sham gap (alpha / beta): 0.2502 / 0.2502 Eh
* total charge: +3
* electronic energy: -89209.638 eV
* LUMO level (alpha / beta): -0.374 / -0.374 Ha

List of Mulliken charges in e, atom by atom:
1. Os 1.029
2. N -0.135
3. C 0.554
4. N -0.670
5. C 0.017
6. N -0.257
7. N -0.711
8. C 1.153
9. N -0.113
10. C -0.331
11. C -0.217
12. C -1.234
13. C -0.971
14. C -0.751
15. N 2.014
16. H 0.268
17. H 0.162
18. H 0.285
19. H 0.261
20. H 0.640
21. H 0.596
22. H 0.627
23. H 0.467
24. O -0.340
25. S 0.291
26. C -1.006
27. C -0.413
28. C -0.568
29. C -1.074
30. S 0.065
31. O -0.711
32. C 0.848
33. C 0.373
34. C -1.072
35. C -0.594
36. C -0.778
37. C -0.626
38. C 0.817
39. C -0.424
40. C -0.844
41. C -0.543
42. C -0.978
43. C -0.079
44. H 0.564
45. H 0.524
46. H -0.004
47. H 0.610
48. H 0.544
49. H 0.177
50. H 0.508
51. H 0.644
52. H 0.213
53. H 0.500
54. H 0.465
55. H 0.461
56. H 0.480
57. H 0.515
58. H 0.499
59. H 0.482
60. H 0.546
61. H 0.297
62. F -0.265
63. C 0.584
64. F -0.183
65. F -0.183
66. C 0.463
67. C -0.624
68. C -0.637
69. C -0.529
70. N -0.253
71. C 0.466
72. S -0.395
73. H 0.566
74. H 0.473
75. H 0.462

---

Record 2
Density functional theory data (ωB97M-V with the def2-TZVPD basis set) for a structure of composition C30H29N4OPtSi at a distorted geometry.

The geometry in XYZ format:
```
66
C30H29N4OPtSi (ωB97M-V with the def2-TZVPD basis set)
Pt -0.050 -0.315 -0.039
C -3.583 -0.179 2.433
C -4.003 -1.515 2.366
C -3.240 -2.413 1.664
C -2.081 -1.988 1.007
N -1.699 -0.663 1.053
C -2.434 0.186 1.774
C -1.211 -2.857 0.260
C -1.216 -4.242 0.194
C -0.201 -4.896 -0.496
C 0.814 -4.170 -1.114
C 0.791 -2.785 -1.061
N -0.237 -2.173 -0.406
C 1.759 -1.846 -1.570
C 2.901 -2.214 -2.288
C 3.790 -1.254 -2.708
C 3.509 0.090 -2.435
C 2.377 0.398 -1.718
N 1.523 -0.523 -1.267
H -4.152 0.553 2.980
H -4.906 -1.827 2.863
H -3.512 -3.453 1.608
H -2.077 1.207 1.821
H -1.973 -4.810 0.706
H -0.176 -5.973 -0.518
H 1.624 -4.686 -1.601
H 3.082 -3.259 -2.477
H 4.689 -1.529 -3.232
H 4.168 0.871 -2.773
H 2.135 1.428 -1.490
C 2.923 -0.309 4.545
Si 1.868 -0.784 3.025
C 2.909 -1.808 1.796
C 0.346 -1.795 3.610
N 1.203 0.475 2.037
C 1.010 1.751 2.303
C 1.355 2.395 3.521
C 1.161 3.736 3.711
C 0.589 4.517 2.709
C 0.211 3.932 1.511
C 0.416 2.584 1.292
O 0.044 1.942 0.141
C -0.435 2.714 -0.917
C -1.727 2.491 -1.368
C -2.240 3.289 -2.377
C -1.467 4.295 -2.934
C -0.160 4.480 -2.510
C 0.361 3.693 -1.499
H 3.458 -1.176 4.917
H 2.321 0.063 5.371
H 3.664 0.450 4.304
H 3.341 -2.671 2.290
H 3.715 -1.224 1.364
H 2.295 -2.174 0.981
H 0.631 -2.544 4.339
H -0.118 -2.306 2.774
H -0.399 -1.153 4.068
H 1.791 1.800 4.301
H 1.450 4.191 4.646
H 0.430 5.573 2.862
H -0.255 4.537 0.752
H -2.322 1.711 -0.913
H -3.254 3.136 -2.715
H -1.877 4.929 -3.704
H 0.453 5.249 -2.955
H 1.369 3.850 -1.145
```

Computed properties:
* max |F|: 0.030 Eh/bohr
* HOMO energy (alpha / beta): -7.900 / -10.612 eV
* spin multiplicity: 3
* Kohn-Sham gap (alpha / beta): 0.1729 / 0.2321 Eh
* total charge: +1
* <S²>: 2.074
* electronic energy: -50708.239 eV
* LUMO level (alpha / beta): -0.117 / -0.158 Ha

List of natural (NBO) charges in e, atom by atom:
1. Pt 0.930
2. C -0.268
3. C -0.153
4. C -0.206
5. C 0.158
6. N -0.490
7. C 0.056
8. C 0.092
9. C -0.150
10. C -0.242
11. C -0.163
12. C 0.102
13. N -0.454
14. C 0.175
15. C -0.205
16. C -0.145
17. C -0.255
18. C 0.068
19. N -0.476
20. H 0.237
21. H 0.233
22. H 0.229
23. H 0.207
24. H 0.229
25. H 0.232
26. H 0.228
27. H 0.231
28. H 0.234
29. H 0.237
30. H 0.208
31. C -1.122
32. Si 1.742
33. C -1.097
34. C -1.094
35. N -0.836
36. C 0.081
37. C -0.176
38. C -0.225
39. C -0.120
40. C -0.327
41. C 0.381
42. O -0.528
43. C 0.332
44. C -0.268
45. C -0.188
46. C -0.187
47. C -0.197
48. C -0.284
49. H 0.255
50. H 0.237
51. H 0.241
52. H 0.242
53. H 0.239
54. H 0.227
55. H 0.245
56. H 0.230
57. H 0.236
58. H 0.230
59. H 0.231
60. H 0.229
61. H 0.243
62. H 0.234
63. H 0.231
64. H 0.229
65. H 0.230
66. H 0.228

---

Record 3
Density functional theory data (ωB97M-V with the def2-TZVPD basis set) for a structure of composition C30H29N8O5SSeY.

The geometry in XYZ format:
```
75
C30H29N8O5SSeY (ωB97M-V with the def2-TZVPD basis set)
Y -0.937 0.349 0.879
O -1.691 -1.553 4.769
C -1.748 -0.955 3.699
N -0.713 -0.585 2.925
C 0.573 -0.959 3.474
C 1.696 -0.276 2.743
C 2.997 -0.759 2.856
C 4.017 -0.103 2.199
C 3.717 1.029 1.448
C 2.401 1.424 1.361
N 1.400 0.784 1.985
C -3.112 -0.559 3.162
C -4.248 -0.982 3.830
C -5.485 -0.611 3.332
C -5.543 0.169 2.187
C -4.359 0.540 1.579
N -3.162 0.184 2.049
H 0.632 -0.702 4.539
H 0.727 -2.043 3.439
H 3.185 -1.651 3.439
H 5.033 -0.472 2.256
H 4.481 1.571 0.909
H 2.112 2.262 0.740
H -4.124 -1.584 4.718
H -6.394 -0.928 3.828
H -6.485 0.481 1.760
H -4.365 1.140 0.677
O 2.579 -3.864 -3.650
C 3.057 -3.828 -2.491
O 4.022 -4.402 -1.980
C 2.253 -2.917 -1.573
C 1.490 -3.411 -0.521
C 0.646 -2.559 0.165
N 0.545 -1.256 -0.116
C 1.327 -0.761 -1.099
C 2.176 -1.548 -1.837
C 1.158 0.713 -1.407
O 1.783 1.229 -2.324
O 0.304 1.318 -0.660
H 1.532 -4.460 -0.260
H 0.000 -2.927 0.955
H 2.741 -1.104 -2.645
C 0.013 4.389 -1.783
N 0.272 4.415 -0.348
C 1.401 4.939 0.243
C 1.301 4.709 1.569
N 0.108 4.047 1.771
C -0.382 3.569 3.055
C -0.522 3.867 0.591
Se -2.163 3.037 0.307
H 0.651 5.136 -2.248
H -1.031 4.636 -1.958
H 0.239 3.398 -2.172
H 2.169 5.426 -0.332
H 1.963 4.952 2.380
H 0.083 4.159 3.841
H -0.121 2.518 3.192
H -1.462 3.684 3.087
C 0.353 0.075 -4.993
C -0.281 -0.958 -4.127
C -0.066 -2.301 -4.216
C -0.718 -3.141 -3.297
N -1.514 -2.670 -2.337
C -1.702 -1.359 -2.240
S -2.728 -0.672 -1.036
N -1.106 -0.528 -3.136
C -0.516 -4.613 -3.370
H 0.768 -0.391 -5.883
H 1.153 0.566 -4.435
H -0.374 0.832 -5.293
H 0.631 -2.709 -4.934
H -1.266 0.464 -3.004
H 0.558 -4.819 -3.348
H -0.890 -4.983 -4.328
H -1.041 -5.106 -2.557
```

Computed properties:
* max |F|: 0.012 Eh/bohr
* HOMO energy: -7.895 eV
* energy above the lowest of the compared OMol25 structures with the same formula, charge and spin: 0.0 kJ/mol
* Kohn-Sham gap: 0.2829 Eh
* total charge: 0
* electronic energy: -130971.467 eV
* LUMO level: -0.007 Ha

List of Mulliken charges in e, atom by atom:
1. Y 0.169
2. O -0.761
3. C -0.166
4. N 0.515
5. C -1.449
6. C 0.779
7. C -1.134
8. C -0.486
9. C -1.126
10. C -0.131
11. N 0.579
12. C 0.503
13. C -0.704
14. C -0.289
15. C -1.072
16. C -0.161
17. N 0.213
18. H 0.596
19. H 0.492
20. H 0.532
21. H 0.425
22. H 0.480
23. H 0.366
24. H 0.511
25. H 0.427
26. H 0.402
27. H 0.470
28. O -0.655
29. C -0.117
30. O -0.712
31. C 0.555
32. C -1.169
33. C -0.718
34. N 1.513
35. C 0.411
36. C -0.654
37. C 0.059
38. O -0.815
39. O 0.391
40. H 0.512
41. H 0.426
42. H 0.601
43. C -0.765
44. N 0.318
45. C -0.405
46. C -0.640
47. N 0.403
48. C -0.978
49. C -0.333
50. Se -0.278
51. H 0.329
52. H 0.347
53. H 0.157
54. H 0.460
55. H 0.455
56. H 0.307
57. H 0.313
58. H 0.356
59. C -1.536
60. C 1.127
61. C -0.955
62. C 1.217
63. N -0.397
64. C -0.062
65. S -0.506
66. N 0.220
67. C -1.241
68. H 0.426
69. H 0.251
70. H 0.388
71. H 0.223
72. H 0.185
73. H 0.310
74. H 0.387
75. H 0.309